C62H138O47S6 | ωB97M-V/def2-TZVPD

Geometry as ORCA input:
```
! RIJCOSX wB97M-V def2-TZVPD def2/J DEFGRID3
* xyz 0 1
C 0.76342 3.43603 1.94050
C 1.78469 3.95336 2.91850
C 1.98777 2.78333 3.89167
O 0.76078 2.10358 3.93967
C -0.02355 2.46895 2.79092
H 1.26399 2.83333 1.16521
H 0.19183 4.23497 1.42393
H 1.42721 4.83635 3.43352
H 2.77461 4.17169 2.49846
H 2.33109 3.19932 4.89056
H 2.78862 2.14335 3.53883
H -1.01174 2.83103 3.19868
H -0.28652 1.56400 2.23093
C 3.98347 3.95272 -7.18244
C 3.19264 3.51188 -5.91831
C 2.76229 4.87547 -5.34144
O 2.45227 5.64360 -6.51720
C 3.57121 5.41004 -7.36902
H 3.84430 3.41559 -8.12351
H 5.03469 3.92339 -6.88485
H 3.79055 3.03434 -5.18796
H 2.28344 2.96943 -6.17809
H 3.63652 5.36250 -4.89889
H 1.92500 4.80854 -4.68629
H 4.45169 5.99151 -7.00282
H 3.29771 5.63521 -8.37637
C 4.13204 5.87472 -1.31810
O 4.29540 5.75440 0.07845
C 3.48028 6.66297 0.79201
C 3.98526 6.68949 2.18798
O 5.25729 7.23450 2.20960
C 5.85174 7.04557 3.47461
C 7.25619 7.68896 3.52348
O 8.08130 6.98516 2.65903
C 9.48534 7.08511 3.01626
H 4.68877 5.04489 -1.75184
H 4.55963 6.80947 -1.71390
H 3.04570 5.78762 -1.62350
H 2.42005 6.31682 0.69865
H 3.51181 7.69028 0.37569
H 3.99525 5.67306 2.58980
H 3.28771 7.28203 2.81661
H 5.89733 6.02269 3.75195
H 5.26455 7.54151 4.26282
H 7.58330 7.54264 4.55670
H 7.19381 8.77858 3.34281
H 9.93251 8.03066 2.68419
H 9.93143 6.26028 2.52522
H 9.57440 7.03010 4.10710
C -0.76204 -2.37323 1.97968
O -1.17657 -1.04332 2.20716
C -2.10429 -0.63120 1.22805
C -1.59824 -0.61707 -0.18117
O -0.51366 0.31295 -0.20951
C 0.30615 0.09815 -1.34248
C 1.25004 1.22677 -1.48879
O 0.56404 2.41861 -1.73577
C 1.41747 3.54455 -1.81724
H -0.03504 -2.58145 2.74878
H -0.40466 -2.59336 0.98690
H -1.61735 -3.04151 2.09577
H -2.34626 0.41320 1.42055
H -3.04133 -1.22340 1.29559
H -2.43084 -0.39174 -0.91520
H -1.20870 -1.59788 -0.43492
H -0.27692 -0.11275 -2.22392
H 0.90365 -0.85029 -1.09905
H 1.91930 0.93896 -2.29686
H 1.82160 1.34738 -0.55222
H 2.05735 3.34681 -2.73242
H 2.10489 3.61092 -0.95467
H 0.75328 4.39770 -1.84330
C 0.34638 1.26018 -4.76276
O -0.74448 0.53530 -4.25065
C -1.26687 -0.43072 -5.20851
C -2.21468 -1.32287 -4.43543
O -3.21135 -0.53047 -3.83833
C -4.21792 -1.28663 -3.16888
C -5.55901 -0.63685 -3.39453
O -5.68405 -0.42416 -4.79262
C -6.62671 0.55912 -5.15898
H 0.09450 1.56083 -5.82001
H 1.32576 0.77240 -4.82752
H 0.48707 2.20113 -4.26783
H -0.46246 -1.06850 -5.62399
H -1.72414 0.09002 -6.02735
H -1.62930 -1.84955 -3.67639
H -2.67260 -2.10491 -5.05815
H -4.00421 -1.37522 -2.13291
H -4.21613 -2.29421 -3.55101
H -5.53574 0.32772 -2.92823
H -6.37429 -1.27602 -3.02502
H -6.38752 1.50744 -4.73531
H -7.58711 0.23574 -4.70381
H -6.67457 0.60329 -6.23071
C -5.15457 0.67125 0.11165
O -5.66917 0.58954 1.43257
C -5.22920 1.69308 2.17910
C -5.92376 1.65090 3.54716
O -5.33238 0.70350 4.34964
C -5.46607 0.75363 5.73814
C -6.86726 0.55624 6.28110
O -7.43495 1.82627 6.28427
C -8.81195 1.70708 6.00073
H -5.58156 -0.22376 -0.36718
H -4.07032 0.68776 -0.01254
H -5.58643 1.56961 -0.34860
H -5.55091 2.66494 1.71257
H -4.14519 1.80191 2.28973
H -7.02200 1.62235 3.41709
H -5.71011 2.66039 3.95007
H -5.12132 1.71648 6.07394
H -4.87851 -0.08160 6.09369
H -6.77558 0.10152 7.26922
H -7.38190 -0.14401 5.56738
H -9.33134 2.69982 6.06242
H -9.33977 1.02616 6.66695
H -8.89825 1.34122 4.97538
C 4.30999 -7.66860 -2.56662
O 5.10340 -6.63947 -2.11136
C 4.34830 -5.69253 -1.36635
C 5.28013 -4.61237 -0.80009
O 4.50329 -3.60251 -0.15241
C 4.21127 -3.74751 1.24370
C 3.07189 -2.79544 1.53546
O 3.41550 -1.43172 1.40310
C 2.45611 -0.49262 1.78997
H 4.96230 -8.43567 -2.93753
H 3.66169 -7.31353 -3.39863
H 3.73292 -8.04106 -1.72772
H 3.86115 -6.11622 -0.45982
H 3.61302 -5.18776 -1.97838
H 5.90512 -4.15675 -1.52619
H 5.97573 -5.10436 -0.12518
H 5.09003 -3.53652 1.82257
H 3.84288 -4.74586 1.52902
H 2.72404 -3.00314 2.54693
H 2.27813 -3.00386 0.83845
H 1.46554 -0.88301 1.62668
H 2.50769 0.35031 1.08422
H 2.50326 -0.12710 2.83861
C -1.16352 5.06670 -5.61128
O -0.29866 5.10468 -4.47032
C -0.10468 6.47418 -4.00098
C -1.18557 7.03004 -3.21249
O -1.02379 6.49353 -1.88693
C -1.89984 7.16589 -1.00085
C -1.80486 6.63591 0.39052
O -0.39545 6.50086 0.79588
C 0.07367 7.78192 1.30049
H -0.71299 5.36448 -6.53736
H -1.99946 5.79959 -5.44287
H -1.69919 4.13432 -5.67517
H 0.05755 6.98692 -4.90750
H 0.87313 6.55430 -3.47793
H -2.16537 6.60446 -3.59333
H -1.21553 8.08389 -3.09250
H -2.96550 7.06658 -1.29704
H -1.69121 8.21726 -0.99564
H -2.34095 5.70390 0.46147
H -2.31456 7.37499 1.06194
H 1.12218 7.67132 1.67075
H -0.56500 8.17323 2.10769
H 0.09409 8.64072 0.58145
C -1.74101 -6.56048 1.55699
O -0.82653 -7.64496 1.56958
C 0.19466 -7.51839 0.58682
C 0.72462 -8.87561 0.34507
O 0.09680 -9.47665 -0.73897
C 0.41019 -10.85301 -0.85970
C 1.63786 -11.07274 -1.75045
O 2.82170 -10.96332 -0.98211
C 3.99561 -11.29001 -1.67644
H -2.34414 -6.55586 0.66289
H -1.28393 -5.57342 1.47240
H -2.33913 -6.58457 2.42591
H 0.96709 -6.81452 0.86015
H -0.19757 -7.18762 -0.39959
H 0.56249 -9.48106 1.25936
H 1.80440 -8.87942 0.13931
H -0.43009 -11.35983 -1.33007
H 0.53930 -11.28569 0.11701
H 1.64219 -10.33352 -2.56770
H 1.59292 -12.11863 -2.21281
H 4.78202 -11.20684 -0.95792
H 4.22984 -10.69242 -2.57920
H 3.93561 -12.34782 -2.01867
C -0.96712 -5.24694 -3.22024
C 0.12105 -6.32213 -3.29120
O 1.39243 -5.70735 -2.87558
S 1.01369 -4.23408 -2.32806
O 2.02711 -3.29455 -2.72220
O 0.54548 -4.38117 -0.96743
O -0.27820 -3.95342 -3.26483
H -1.51092 -5.23529 -2.31367
H -1.65658 -5.37045 -4.03436
H 0.27810 -6.56839 -4.35046
H 0.00427 -7.22922 -2.68424
C -2.07450 -1.55934 5.12097
C -1.78055 -0.12227 4.86594
O -2.35383 0.59504 6.02092
S -2.18712 -0.37765 7.25961
O -3.51450 -0.57792 7.75402
O -1.12473 0.02994 8.07358
O -1.73527 -1.74721 6.55966
H -1.50658 -2.25125 4.50319
H -3.11667 -1.83087 5.03661
H -2.28147 0.15788 3.93241
H -0.68774 0.03273 4.76850
C -2.33503 3.02206 -2.41631
C -2.10450 3.46250 -0.95180
O -3.24075 4.23354 -0.64425
S -4.35083 4.11853 -1.81723
O -4.25578 5.26707 -2.63056
O -5.55237 3.70961 -1.18217
O -3.70242 2.94749 -2.61523
H -1.85403 2.06013 -2.56561
H -1.88360 3.71817 -3.16189
H -1.16311 3.99134 -0.82245
H -2.06708 2.61781 -0.26616
C -6.66398 -2.73749 2.77246
C -5.32862 -2.28278 3.27625
O -4.47708 -3.32667 2.94996
S -4.92101 -3.87529 1.48773
O -4.65485 -5.26482 1.53409
O -4.40066 -2.94030 0.54128
O -6.45442 -3.62981 1.55828
H -7.26664 -1.88872 2.43522
H -7.21886 -3.26878 3.51429
H -5.25875 -2.12991 4.35504
H -4.99536 -1.33159 2.85272
C 1.57094 -5.95793 6.49369
C 0.87185 -7.17740 5.85271
O 0.94965 -7.05224 4.43101
S 0.67146 -5.45852 4.21440
O -0.69207 -5.07783 4.54309
O 1.32273 -5.13552 2.97857
O 1.60767 -4.82996 5.42596
H 2.63763 -6.22395 6.71422
H 0.97989 -5.72382 7.42188
H -0.20055 -7.18220 6.13400
H 1.34249 -8.14267 6.11814
C 4.07973 -1.06523 -2.16323
C 4.58768 -0.10208 -1.15662
O 5.69410 0.52544 -1.90842
S 5.11300 0.88176 -3.29252
O 6.21417 0.89863 -4.23896
O 4.20921 1.99909 -3.26002
O 4.16639 -0.39246 -3.48514
H 3.01909 -1.34518 -1.99801
H 4.74799 -1.94656 -2.18239
H 5.07305 -0.52465 -0.28980
H 3.85554 0.61800 -0.82803
*
```

For the HOMO energy, the calculation gives -9.3 eV.